(1)
74
Properties=species:S:1:pos:R:3:forces:R:3 method="wB97M-V/def2-TZVPD" e_homo_ev=-14.07 spin_multiplicity=1 lumo_energy_ha=-0.2498 charge=+2
Pd 0.1546 0.0547 -0.0268 -0.3 0.0 -0.1
C 2.0562 3.0747 0.3477 -0.1 0.0 0.2
C 3.0334 2.1218 -0.2892 0.0 0.0 -0.2
As 2.5665 0.2944 0.2106 -0.4 0.6 1.0
C 4.1461 -0.6967 -0.2396 -0.4 -0.3 -0.4
C 4.7500 -1.5121 0.7110 0.0 0.0 -0.1
C 5.9516 -2.1324 0.3989 0.0 0.0 0.0
C 6.5230 -1.9570 -0.8550 0.0 0.0 0.0
C 5.8973 -1.1637 -1.8097 0.0 0.0 0.0
C 4.6992 -0.5357 -1.5087 0.0 0.0 0.1
C 2.6498 0.4150 2.1434 0.0 -0.1 0.1
C 3.7496 1.0152 2.7556 0.0 0.0 -0.1
C 3.8042 1.1270 4.1357 0.0 0.0 0.0
C 2.7691 0.6285 4.9167 0.0 0.0 0.0
C 1.6726 0.0262 4.3166 0.1 0.0 0.0
C 1.6154 -0.0800 2.9333 0.2 0.0 0.0
As 0.2264 2.5574 -0.1239 0.8 -0.5 -1.1
C 0.3701 2.6271 -2.0644 -0.1 0.1 0.0
C -0.1077 1.5913 -2.8637 -0.1 0.1 -0.1
C 0.0062 1.6587 -4.2472 0.0 0.1 0.0
C 0.5995 2.7639 -4.8400 0.0 -0.1 0.0
C 1.0884 3.7963 -4.0494 0.0 0.0 0.0
C 0.9633 3.7344 -2.6708 0.1 0.0 0.1
C -0.7390 4.1733 0.2656 -0.3 -0.4 0.5
C -1.5336 4.7632 -0.7082 0.0 0.0 0.0
C -2.1033 6.0015 -0.4480 0.0 0.0 0.0
C -1.9001 6.6202 0.7780 0.0 0.0 0.0
C -1.1363 6.0019 1.7607 0.0 0.0 0.0
C -0.5614 4.7659 1.5131 0.0 0.0 -0.1
H 2.1963 4.0979 0.0062 0.0 0.1 -0.1
H 2.1610 3.0703 1.4316 -0.1 0.0 0.1
H 4.0557 2.2856 0.0459 0.1 0.0 0.1
H 3.0173 2.2172 -1.3734 0.0 -0.1 -0.1
H 4.3002 -1.6494 1.6850 0.0 0.0 0.0
H 6.4409 -2.7509 1.1402 0.0 0.0 0.0
H 7.4593 -2.4458 -1.0920 0.0 0.0 0.0
H 6.3433 -1.0314 -2.7869 0.0 0.0 0.0
H 4.2085 0.0808 -2.2524 0.0 0.0 0.0
H 4.5672 1.3953 2.1535 0.0 0.0 0.0
H 4.6548 1.6057 4.6035 0.0 0.0 0.0
H 2.8228 0.7018 5.9953 0.0 0.0 0.0
H 0.8690 -0.3639 4.9276 0.0 0.0 0.0
H 0.7759 -0.5777 2.4746 -0.2 0.0 -0.1
H -0.6287 0.7520 -2.4295 0.0 -0.2 0.1
H -0.3857 0.8592 -4.8629 0.0 0.0 0.0
H 0.6637 2.8306 -5.9184 0.1 0.0 0.0
H 1.5649 4.6526 -4.5094 -0.1 0.0 0.0
H 1.3318 4.5543 -2.0644 0.0 0.0 0.0
H -1.6970 4.2746 -1.6589 0.0 0.0 0.0
H -2.7058 6.4804 -1.2087 0.0 0.0 0.0
H -2.3467 7.5869 0.9732 0.0 0.0 0.0
H -0.9863 6.4809 2.7193 0.0 0.0 0.0
H 0.0229 4.2755 2.2814 0.0 0.0 0.0
C -4.1201 -0.4679 -1.0595 0.0 0.1 0.0
C -2.8972 -0.6920 -0.2223 0.0 -0.1 -0.1
O -2.0213 0.1878 -0.1126 0.4 0.1 -0.2
N -2.7937 -1.8696 0.3986 0.0 0.0 0.0
C -1.7070 -2.1878 1.3083 0.0 -0.1 0.0
C -0.5843 -2.8882 0.5937 0.0 0.0 0.0
C -0.4065 -4.2560 0.6789 0.1 -0.1 0.0
C 0.6017 -4.8581 -0.0604 0.0 0.0 0.0
C 1.3973 -4.0713 -0.8760 0.0 -0.1 0.0
C 1.1738 -2.7086 -0.8999 -0.1 -0.1 0.0
N 0.2074 -2.1265 -0.1756 0.4 0.7 0.0
H -4.1655 0.5724 -1.3649 0.0 0.0 0.0
H -5.0240 -0.7238 -0.5073 0.0 0.0 0.0
H -4.0716 -1.0944 -1.9527 0.0 0.0 0.0
H -3.4989 -2.5679 0.2228 -0.1 0.0 0.1
H -2.0931 -2.7994 2.1196 0.0 -0.1 0.0
H -1.3519 -1.2513 1.7298 0.0 0.1 0.1
H -1.0449 -4.8465 1.3233 0.0 0.0 0.0
H 0.7604 -5.9270 -0.0007 0.0 0.0 0.0
H 2.1823 -4.5036 -1.4810 0.0 0.1 0.0
H 1.7786 -2.0625 -1.5173 0.0 0.1 0.0

(2)
63
Properties=species:S:1:pos:R:3:forces:R:3 method="wB97M-V/def2-TZVPD" e_homo_ev=-5.11 spin_multiplicity=1 lumo_energy_ha=0.0938 charge=-1
Sn 0.4182 0.6781 0.5464 -0.1 0.1 0.1
C 3.9601 0.0892 1.9314 0.1 0.0 0.0
O 3.9686 -0.9917 0.9844 0.0 0.0 0.0
C 2.7745 -1.4361 0.6271 -0.1 0.0 -0.1
O 1.7322 -1.1105 1.2011 0.1 0.0 0.1
N 2.8476 -2.3185 -0.3964 -0.1 0.1 0.0
N 1.6134 -2.8014 -0.8739 0.0 -0.1 0.0
H 5.0000 0.2347 2.2076 0.0 0.0 0.0
H 3.3584 -0.1643 2.8019 0.0 0.0 0.0
H 3.5721 0.9856 1.4525 0.0 0.0 0.0
H 3.5126 -2.0258 -1.1068 0.0 0.0 0.0
H 1.7917 -3.7033 -1.2945 0.0 0.0 0.0
H 1.2562 -2.1546 -1.5756 0.0 0.0 0.0
C -3.6745 -1.8868 2.8676 -0.1 0.0 0.0
C -3.5763 -1.9207 1.3446 0.0 0.0 0.1
Sb -1.5404 -1.7747 0.6601 0.0 0.1 -0.2
C -0.7415 -3.4474 1.7235 0.1 0.0 0.0
C -1.5457 -4.7311 1.5697 0.0 0.0 0.0
C -1.7429 -2.7079 -1.2872 0.0 0.1 0.0
C -3.1324 -3.2117 -1.6572 0.0 0.0 0.0
H -4.7106 -2.0132 3.1932 0.0 0.0 0.0
H -3.3201 -0.9376 3.2657 0.0 0.0 0.0
H -3.0836 -2.6814 3.3266 0.0 0.0 0.0
H -4.1327 -1.0981 0.8956 0.0 0.0 0.0
H -3.9862 -2.8514 0.9469 0.0 0.0 0.0
H -0.6547 -3.1272 2.7616 0.0 0.0 0.1
H 0.2682 -3.5529 1.3242 0.0 0.0 0.0
H -2.5603 -4.6209 1.9587 0.0 0.0 0.0
H -1.0788 -5.5619 2.1063 0.0 0.0 0.0
H -1.6287 -5.0277 0.5212 0.0 0.0 0.0
H -1.0147 -3.5216 -1.2981 0.0 0.0 0.0
H -1.3947 -1.9567 -1.9979 0.0 0.0 0.0
H -3.4644 -4.0082 -0.9878 0.0 0.0 0.0
H -3.1472 -3.6116 -2.6751 0.0 0.0 0.0
H -3.8754 -2.4130 -1.6097 0.0 0.0 0.0
Se -0.2592 0.1980 3.7925 -0.1 0.0 -0.1
C -1.6625 1.1188 3.0864 0.2 0.0 0.0
N -2.5246 1.6966 2.5630 0.0 -0.1 0.0
O 0.5826 -0.1136 -1.5010 0.0 0.0 0.1
S 1.8780 0.5522 -2.0071 0.0 0.1 -0.4
O 2.4944 1.0153 -0.6978 0.0 0.0 0.2
O 1.5534 1.6842 -2.8450 0.1 -0.1 0.1
O 2.7171 -0.4610 -2.6295 -0.1 0.0 0.1
Cl -2.1201 1.6916 -1.5339 0.0 0.0 0.0
C -3.5098 2.0853 -0.5114 0.0 0.0 0.0
Cl -4.9237 1.0810 -0.9133 0.0 0.0 0.0
H -3.7853 3.1172 -0.6922 0.0 0.0 0.0
H -3.2466 1.9136 0.5287 0.0 0.0 0.0
N 4.3789 3.1615 -1.3653 0.0 0.1 0.0
C 3.8058 4.3043 -1.8188 0.0 0.0 -0.1
O 4.3896 5.1220 -2.5131 0.0 0.0 0.0
C 2.3853 4.5107 -1.3936 0.0 0.0 0.0
C 1.5238 5.2105 -2.2222 -0.1 0.0 0.0
C 0.2017 5.3538 -1.8366 0.1 0.0 0.0
C -0.1990 4.8006 -0.6307 0.0 0.0 0.0
N 0.6216 4.1500 0.1914 0.0 0.0 0.0
C 1.8856 4.0145 -0.1969 0.0 0.0 0.0
H 5.2746 2.9476 -1.7718 0.0 0.0 0.0
H 3.7792 2.3814 -1.1032 0.0 0.0 0.0
H 1.8950 5.6119 -3.1557 0.0 0.0 0.0
H -0.5133 5.8717 -2.4615 0.0 0.0 0.0
H -1.2307 4.8801 -0.3033 0.0 0.0 0.0
H 2.5399 3.4827 0.4842 0.0 0.0 0.0

(3)
10
Properties=species:S:1:pos:R:3:forces:R:3 method="wB97M-V/def2-TZVPD" e_homo_ev="0.26 / -3.97" spin_multiplicity=3 lumo_energy_ha="0.1669 / 0.1360" charge=-1
C -1.1524 -0.6914 -0.7257 -0.1 -2.9 2.2
N 1.8542 0.8846 0.3801 -0.1 1.3 0.1
O -0.4739 0.8170 1.7889 0.2 -0.3 -0.7
O 1.4312 -0.5363 0.2871 -0.6 0.0 1.0
P -0.0927 -0.8801 0.8327 -0.5 -0.7 0.1
H -1.1275 0.2207 -1.1482 0.1 3.3 -1.5
H -2.1481 -0.8846 -0.3627 -0.7 0.3 0.4
H -1.0494 -1.4755 -1.4542 0.8 -0.3 -0.5
H 1.5957 1.0896 -0.5678 0.2 1.0 -0.6
H 1.1629 1.4560 0.9698 0.7 -1.5 -0.6

(4)
69
Properties=species:S:1:pos:R:3:forces:R:3 method="wB97M-V/def2-TZVPD" e_homo_ev=-8.42 spin_multiplicity=1 lumo_energy_ha=0.0279
O 4.3629 2.0013 -0.4314 -0.1 0.0 0.0
C 3.4570 1.3232 -0.0112 0.5 0.0 0.0
O 2.1851 1.4446 -0.3467 -0.3 -0.1 0.2
C 1.8128 2.4675 -1.2730 -0.2 0.7 -0.3
C 0.6371 3.3039 -0.7311 0.4 -0.3 -0.1
N -0.6243 2.6328 -0.5404 -0.1 0.0 0.0
C -0.6238 1.6328 0.5111 -0.3 -0.1 0.2
C -2.0542 1.1934 0.7978 0.2 -0.1 0.0
N -2.6318 0.6215 -0.4025 -0.1 0.2 0.1
C -3.9513 0.0606 -0.2036 0.1 -0.3 0.0
C -3.9679 -1.0958 0.8078 -0.2 0.4 0.0
O -2.9399 -2.0403 0.6580 0.2 -0.1 0.0
C -3.1056 -2.9486 -0.4101 0.0 -0.2 0.0
C -2.8044 -2.3881 -1.7787 -0.1 0.0 0.0
C -3.7163 -2.5180 -2.8173 0.1 0.0 0.1
C -3.4205 -2.0254 -4.0769 -0.1 0.0 -0.2
C -2.2058 -1.4045 -4.3096 -0.1 0.0 -0.1
C -1.2927 -1.2732 -3.2765 0.1 0.0 0.0
C -1.5913 -1.7543 -2.0152 0.0 -0.1 0.0
C -2.6283 1.6145 -1.4578 0.2 0.0 -0.2
C -1.1976 2.0617 -1.7426 -0.3 0.1 0.0
C 3.7060 0.1841 0.9888 -0.1 0.2 0.0
O 5.0555 -0.2059 0.8463 0.0 -0.1 -0.1
C 3.4622 0.6725 2.4140 0.1 0.1 0.0
C 4.0194 -0.0741 3.4448 0.0 0.0 0.0
C 3.8365 0.3048 4.7614 0.0 -0.1 0.0
C 3.0933 1.4341 5.0620 -0.1 0.1 0.1
C 2.5381 2.1818 4.0388 -0.1 0.1 0.1
C 2.7220 1.8054 2.7186 0.1 -0.1 -0.1
C 2.7903 -0.9799 0.6448 0.1 -0.2 0.0
C 1.5517 -1.1303 1.2545 0.1 -0.1 0.0
C 0.7144 -2.1688 0.8843 0.0 0.0 0.0
C 1.1147 -3.0706 -0.0882 0.0 -0.1 0.0
C 2.3518 -2.9279 -0.6925 0.0 0.0 -0.1
C 3.1840 -1.8829 -0.3333 0.1 0.1 0.0
H 1.5327 1.9725 -2.2068 0.1 0.0 0.1
H 2.6776 3.1138 -1.4541 -0.2 -0.1 0.0
H 0.9283 3.7375 0.2300 0.1 0.1 -0.1
H 0.4770 4.1230 -1.4393 0.1 0.0 0.0
H -0.1911 2.0702 1.4136 0.1 0.0 0.0
H -0.0398 0.7452 0.2292 0.0 0.0 0.1
H -2.0297 0.4322 1.5769 0.0 0.0 0.1
H -2.6422 2.0595 1.1539 0.0 0.0 0.0
H -4.2919 -0.3072 -1.1754 -0.1 0.1 0.1
H -4.6794 0.8179 0.1481 0.0 -0.1 0.0
H -3.8512 -0.7100 1.8241 -0.1 0.0 -0.1
H -4.9514 -1.5888 0.7432 0.1 0.1 0.1
H -4.1259 -3.3633 -0.3928 0.1 0.0 0.0
H -2.4005 -3.7592 -0.1925 -0.1 0.0 0.0
H -4.6641 -3.0093 -2.6425 -0.1 0.0 0.0
H -4.1384 -2.1297 -4.8777 0.0 0.0 -0.1
H -1.9714 -1.0266 -5.2942 0.0 0.0 -0.1
H -0.3375 -0.8026 -3.4608 0.1 0.1 0.0
H -0.8902 -1.6415 -1.2039 0.1 0.1 0.1
H -3.0507 1.1678 -2.3617 0.0 0.0 0.0
H -3.2347 2.4969 -1.1823 0.0 0.0 -0.1
H -1.2009 2.8207 -2.5291 0.0 0.0 0.0
H -0.6341 1.1823 -2.0899 0.0 0.0 -0.1
H 5.5410 0.5621 0.5069 -0.1 0.0 0.0
H 4.6009 -0.9484 3.1959 0.1 -0.1 0.0
H 4.2738 -0.2831 5.5547 0.0 0.0 0.1
H 2.9485 1.7319 6.0900 0.0 0.0 0.1
H 1.9600 3.0658 4.2662 0.0 0.1 0.0
H 2.2807 2.4000 1.9334 0.0 0.1 -0.1
H 1.2404 -0.4378 2.0220 0.0 0.1 0.1
H -0.2568 -2.2660 1.3471 -0.1 0.0 0.1
H 0.4626 -3.8820 -0.3770 -0.1 -0.1 0.0
H 2.6687 -3.6286 -1.4512 0.0 -0.1 -0.1
H 4.1511 -1.7674 -0.7986 0.1 0.0 0.0

Table of DFT total energy (eV), in record order: -165982.320, -152445.427, -15987.133, -41794.904
Table of ΔE to the lowest compared entry with this formula, charge and spin (kJ/mol), in record order: 0.0, 0.0, 21.2, 8.1
Table of max |F| (eV Å⁻¹), in record order: 1.45, 0.45, 3.62, 0.79